[1]
DFT (wB97M-V/def2-TZVPD) results for a structure of composition C23H25BClF8N4O7S2W.

Geometry (Å):
W 0.0813 0.1654 -0.0270
C 2.6449 0.0758 -4.7078
N 2.3467 -0.6264 -3.4600
C 2.7383 -2.0327 -3.3617
C 1.6705 -0.0611 -2.4823
O 1.3728 -0.7039 -1.4455
C 1.2371 1.3883 -2.6467
O 0.6605 1.9004 -1.4474
C 1.3587 2.9361 -0.7559
C 2.1696 2.3024 0.3627
O 2.0140 1.0722 0.5450
N 2.9769 3.0502 1.0796
C 3.0228 4.5030 0.9117
C 3.6769 2.4961 2.2365
H 2.8370 -0.6707 -5.4730
H 3.5287 0.7075 -4.6085
H 1.7960 0.6720 -5.0369
H 1.9951 -2.6628 -3.8513
H 2.8246 -2.3179 -2.3186
H 3.7011 -2.1546 -3.8526
H 0.4640 1.4229 -3.4167
H 2.0756 2.0124 -2.9594
H 0.6014 3.6050 -0.3437
H 1.9841 3.5027 -1.4465
H 3.2087 4.7784 -0.1252
H 3.8461 4.8825 1.5097
H 2.0986 4.9554 1.2715
H 3.5508 1.4195 2.2514
H 3.2543 2.9299 3.1422
H 4.7346 2.7454 2.1644
F -4.0967 1.6107 2.9520
C -3.2816 1.1158 2.0335
F -3.9903 0.6153 1.0290
F -2.5423 0.1550 2.5792
S -2.2088 2.4760 1.3981
O -1.2414 1.8153 0.4970
O -3.0811 3.3973 0.7651
N -1.5310 3.0749 2.6663
S -0.1121 2.6361 3.1889
O 0.8461 3.6993 3.1001
O 0.3066 1.3270 2.7209
C -0.4533 2.4155 4.9807
F -0.8808 3.5484 5.5118
F -1.3593 1.4646 5.1658
F 0.6873 2.0498 5.5678
Cl 1.2157 -5.4272 0.2468
C 1.2323 -3.9316 1.1084
C 1.7073 -3.8549 2.4060
C 1.6925 -2.6211 3.0312
C 1.2118 -1.5151 2.3531
N 0.7451 -1.6063 1.1011
C 0.7519 -2.7966 0.4849
H 2.0748 -4.7400 2.9068
H 2.0478 -2.5064 4.0450
H 1.1850 -0.5371 2.8071
H 0.3567 -2.8394 -0.5184
F -0.9828 -0.5985 -2.8827
B -1.4556 -0.0739 -1.7040
F -2.4372 0.8355 -1.8777
C -1.5484 -1.0963 -0.3332
C -2.4774 -1.8189 -0.6846
C -3.5699 -2.6209 -1.1397
C -4.7759 -2.0012 -1.4731
C -5.8341 -2.7677 -1.9300
C -5.6956 -4.1442 -2.0496
C -4.4966 -4.7615 -1.7160
C -3.4306 -4.0044 -1.2630
H -4.8689 -0.9279 -1.3765
H -6.7688 -2.2904 -2.1911
H -6.5262 -4.7395 -2.4048
H -4.3934 -5.8341 -1.8093
H -2.4921 -4.4744 -1.0006

Cartesian forces (eV/Å) of the 2 atoms listed first:
W -0.044 -0.006 -0.674
C -0.023 -0.041 0.001

Properties
2S+1 ... 3
Energy above the lowest of the compared OMol25 structures with the same formula, charge and spin ... 1.935 eV
Charge ... +1
Energy ... -102980.3727 eV
Orbital gap (alpha / beta) ... 7.537 / 7.388 eV

Mulliken charges in e: W 2.781; C -1.028; N 0.214; C -1.093; C 0.847; O -0.907; C -1.378; O -0.292; C -1.490; C 1.017; O -0.959; N 0.252; C -1.011; C -1.018; H 0.429; H 0.297; H 0.399; H 0.331; H 0.296; H 0.471; H 0.399; H 0.741; H 0.410; H 0.714; H 0.365; H 0.369; H 0.337; H 0.259; H 0.365; H 0.403; F -0.227; C 0.689; F -0.190; F -0.195; S 1.102; O -1.072; O -0.663; N -0.663; S 1.224; O -0.726; O -0.563; C 0.513; F -0.192; F -0.186; F -0.202; Cl -0.201; C -0.399; C -0.182; C -1.202; C -0.286; N -0.051; C -0.188; H 0.493; H 0.488; H 0.758; H 0.611; F -0.232; B 0.982; F -0.159; C -0.827; C 0.433; C 0.265; C -0.392; C -0.692; C -0.469; C -0.610; C -0.534; H 0.504; H 0.408; H 0.398; H 0.409; H 0.506


[2]
DFT (wB97M-V/def2-TZVPD) results for a structure of composition C23H25BGaIN3O7.

Geometry (Å):
Ga -1.7965 0.3891 1.1237
O -4.2585 1.1688 -0.6794
C -3.5877 0.2164 -1.1151
O -2.4565 -0.2695 -0.5780
C -4.1557 -0.5505 -2.3250
C -5.2676 0.0145 -2.9559
C -5.7814 -0.5226 -4.1444
C -5.3276 -1.7477 -4.6227
C -4.2485 -2.3991 -3.9289
C -3.6889 -1.7780 -2.8033
N -5.7158 -2.2595 -5.8524
O -6.6195 -1.7200 -6.4788
O -5.2244 -3.3885 -6.2364
H -5.7772 0.8590 -2.4875
H -6.5010 0.0778 -4.6886
H -3.9296 -3.4134 -4.1580
H -2.8149 -2.2819 -2.3215
I -0.6835 5.9211 3.5034
C -1.4232 4.3498 2.2835
C -2.5681 4.3659 1.4519
N -2.7560 3.1290 0.9079
N -1.7488 2.2967 1.2748
C -0.8993 3.0469 2.1016
H -3.2043 5.1927 1.1456
H -3.5718 2.9312 0.2976
H -0.0121 2.7322 2.5628
C -2.2283 -2.7893 1.6864
O -2.5458 -1.9051 2.7691
C -2.6962 -0.6158 2.5851
C -3.5966 0.0153 3.5772
H -2.8468 -2.6785 0.7822
H -2.3673 -3.7979 2.0711
H -1.1678 -2.6563 1.3907
H -4.2556 0.7758 3.1785
H -3.0462 0.5690 4.3518
H -4.2166 -0.7555 4.0294
C 7.0274 0.9385 0.4679
C 6.2252 -0.3187 0.8309
C 6.7780 -1.5301 0.1338
C 6.2524 -0.5637 2.3681
C 4.7964 -0.1911 0.3872
C 4.4946 0.4792 -0.8559
C 3.2128 0.8351 -1.3513
C 2.2332 0.4748 -0.5206
O 0.9166 0.9798 -0.4498
B 0.2124 0.2086 0.5617
O 1.1960 -0.5654 1.2276
C 2.4351 -0.2550 0.6775
C 3.6872 -0.6325 1.0999
H 7.9173 0.8909 1.1039
H 6.4490 1.8650 0.7410
H 7.3642 1.0388 -0.6114
H 7.8312 -1.6663 0.2914
H 6.7722 -1.4375 -0.9999
H 6.3119 -2.4604 0.4065
H 7.2589 -0.4645 2.7701
H 5.8355 -1.5338 2.5975
H 5.7221 0.2341 2.9337
H 5.3778 0.8608 -1.3631
H 2.9630 1.5238 -2.1541
H 3.7150 -1.2326 2.0089

Cartesian forces (eV/Å) of the 2 atoms listed first:
Ga 0.361 -2.788 -0.860
O 1.283 0.317 0.680

Properties
Energy above the lowest of the compared OMol25 structures with the same formula, charge and spin ... 0.000 eV
Charge ... -1
Energy ... -104210.4200 eV
Orbital gap (alpha / beta) ... 2.863 / 5.242 eV

Mulliken charges in e: Ga -1.336; O -0.884; C 0.289; O -0.089; C 0.186; C -0.256; C -0.495; C -0.048; C -0.598; C -0.058; N 0.810; O -0.759; O -0.766; H 0.328; H 0.378; H 0.373; H 0.279; I 0.104; C -0.735; C -0.084; N 0.049; N 0.533; C -0.148; H 0.439; H 0.227; H 0.521; C -0.585; O -0.480; C 0.676; C -1.056; H 0.230; H 0.366; H 0.180; H 0.285; H 0.211; H 0.385; C -1.692; C 2.238; C -1.670; C -1.786; C 0.348; C -0.282; C -1.675; C 0.732; O -0.429; B 1.249; O -0.609; C 0.473; C -0.834; H 0.455; H 0.345; H 0.330; H 0.454; H 0.318; H 0.387; H 0.429; H 0.325; H 0.397; H 0.216; H 0.457; H 0.351


[3]
DFT (wB97M-V/def2-TZVPD) results for a structure of composition C23H25Cl2F5O21S2.

Geometry (Å):
C 4.0134 -5.2255 -1.9022
C 3.7889 -4.6839 -2.9375
C 3.4164 -3.8507 -4.0656
C 1.9233 -3.6327 -4.3123
C 1.0439 -4.9052 -4.1931
C -0.1278 -4.8026 -5.1748
C -0.9702 -3.5313 -5.0071
S -2.1859 -3.6981 -3.6799
O -3.4847 -3.6829 -4.2473
O -1.8719 -4.8594 -2.9261
Cl -1.9305 -2.0776 -2.4427
O 4.1812 -4.0641 -5.2629
S 4.3328 -2.6029 -5.9986
O 3.6036 -2.5381 -7.1941
O 5.6752 -2.2200 -6.1511
O 3.6047 -1.6777 -4.8609
C 3.9261 -2.4221 -3.6790
Cl 3.4582 -1.7937 -2.1312
H 3.9521 -5.6383 -0.9296
H 1.7433 -3.2289 -5.3077
H 1.5005 -2.9231 -3.5991
H 1.6283 -5.7860 -4.4781
H 0.7222 -5.0669 -3.1658
H -0.7843 -5.6720 -5.1232
H 0.2786 -4.8198 -6.1903
H -0.3895 -2.6230 -4.8363
H -1.5158 -3.3754 -5.9370
H 5.0178 -2.5257 -3.7243
C 1.0443 2.1631 -0.8137
C 0.0220 2.6146 -1.8228
O 0.3024 1.7871 -2.9421
C 0.8237 0.6307 -2.4456
O 0.9217 -0.3790 -3.0578
O 1.2032 0.7784 -1.1541
F 0.2082 3.9139 -2.1749
H 2.0000 2.6777 -0.9339
H 0.7032 2.2796 0.2184
H -1.0133 2.4663 -1.5144
C 2.4802 -0.0009 3.0900
C 1.3191 -0.0104 4.0504
O 0.8088 1.3116 3.9239
C 1.1037 1.7176 2.6591
O 0.6030 2.6533 2.1221
O 2.0287 0.9198 2.0886
F 1.7274 -0.2059 5.3235
H 3.3933 0.3805 3.5489
H 2.6817 -0.9791 2.6615
H 0.5345 -0.7284 3.8061
C -4.4951 -0.3616 1.3466
C -3.3790 -0.8830 2.2110
O -2.2724 -0.8974 1.3215
C -2.4990 0.0939 0.4168
O -1.6684 0.5473 -0.2974
O -3.7882 0.5074 0.4512
F -3.6265 -2.1474 2.6284
H -4.9848 -1.1548 0.7799
H -5.2470 0.1845 1.9113
H -3.1394 -0.2535 3.0690
C -3.2669 3.2872 3.5657
C -4.0814 4.1355 4.5000
O -5.0957 3.2370 4.9363
C -4.5534 1.9911 4.8848
O -5.0080 1.0339 5.4104
O -3.4036 1.9839 4.1500
F -4.6667 5.1672 3.8501
H -3.6710 3.2742 2.5515
H -2.2257 3.5936 3.5254
H -3.5297 4.5104 5.3590
C 1.5047 5.7020 4.3000
C 1.0836 4.3485 4.8081
O -0.1806 4.6224 5.3993
C -0.7020 5.6833 4.7192
O -1.8411 6.0103 4.7611
O 0.2455 6.3054 3.9815
F 1.9271 3.8888 5.7629
H 2.0076 6.2936 5.0665
H 2.1439 5.6416 3.4225
H 0.9675 3.5919 4.0319

Cartesian forces (eV/Å) of the 2 atoms listed first:
C -0.488 -0.131 0.528
C -0.218 -0.422 -1.129

Properties
Energy ... -127553.5015 eV
Orbital gap ... 10.646 eV

Mulliken charges in e: C 0.251; C -1.777; C 1.818; C -0.613; C -0.659; C -1.272; C -0.647; S 1.002; O -0.570; O -0.549; Cl -0.062; O -0.451; S 1.194; O -0.592; O -0.604; O -0.263; C -0.641; Cl -0.017; H 0.499; H 0.620; H 0.117; H 0.462; H 0.466; H 0.455; H 0.532; H 0.375; H 0.398; H 0.488; C 0.261; C 0.506; O -0.376; C 0.535; O -0.430; O -0.113; F -0.329; H 0.457; H -0.538; H 0.269; C -0.498; C 0.377; O -0.300; C 0.876; O -0.848; O -0.360; F -0.305; H 0.290; H 0.319; H 0.239; C -0.515; C 0.672; O -0.279; C 0.540; O -0.450; O -0.359; F -0.322; H 0.331; H 0.268; H 0.096; C -0.020; C 0.389; O -0.340; C 0.473; O -0.523; O -0.163; F -0.315; H 0.242; H -0.150; H 0.366; C -0.553; C 1.685; O -0.329; C 0.640; O -0.496; O -0.341; F -0.307; H 0.310; H 0.325; H -0.863


[4]
DFT (wB97M-V/def2-TZVPD) results for a structure of composition C23H25ClO2PSn.

Geometry (Å):
Sn -0.8832 0.4722 1.1502
Cl -0.1595 2.6140 0.5670
C -2.8987 0.7098 -0.7658
O -3.6729 1.1155 -1.4969
P 0.4721 -0.6572 -0.5884
C 0.1854 -2.4428 -0.5249
C 0.2340 -0.0955 -2.2864
C 2.1730 -0.2603 -0.1142
C 0.9998 0.9896 -2.7481
C 0.8923 1.3914 -4.0750
C -0.0451 0.7734 -4.9083
C -0.8942 -0.2298 -4.4166
C -0.7773 -0.6465 -3.0921
H 1.6917 1.4930 -2.0732
H 1.5686 2.1654 -4.4519
H -0.1104 1.0747 -5.9522
H -1.6296 -0.7014 -5.0712
H -1.4454 -1.4014 -2.6708
C -1.0319 -3.0042 -0.0892
C -1.1896 -4.3833 -0.0832
C -0.1451 -5.2078 -0.5185
C 1.0782 -4.6519 -0.9361
C 1.2425 -3.2710 -0.9175
H -1.8450 -2.3677 0.2632
H -2.1419 -4.8143 0.2528
H -0.2794 -6.2859 -0.5356
H 1.9051 -5.2743 -1.2818
H 2.1947 -2.8351 -1.2162
C 3.1636 -0.6011 -1.0466
C 4.5058 -0.3961 -0.7331
C 4.8503 0.2137 0.4814
C 3.8623 0.6163 1.3821
C 2.5280 0.3870 1.0845
H 2.8923 -1.0237 -2.0143
H 5.2604 -0.7263 -1.4438
H 5.8954 0.3772 0.7319
H 4.1205 1.1064 2.3273
H 1.7740 0.7172 1.7983
H -1.8820 -0.8763 1.5601
H 0.0203 -0.0305 2.5843
C -2.5126 2.9203 4.2823
C -2.5547 3.8106 3.0629
C -3.0531 2.8526 1.9893
O -2.4854 1.5616 2.3534
C -1.9096 1.6519 3.6992
H -1.9815 3.2974 5.1496
H -3.5342 2.6927 4.6001
H -1.5427 4.1104 2.7765
H -3.1268 4.7289 3.1377
H -4.1555 2.7756 1.9674
H -2.7336 3.1080 0.9798
H -0.8068 1.7613 3.6371
H -2.0829 0.6964 4.2335

Cartesian forces (eV/Å) of the 2 atoms listed first:
Sn -1.254 0.779 1.818
Cl 0.128 -0.554 -0.151

Properties
Energy above the lowest of the compared OMol25 structures with the same formula, charge and spin ... 0.000 eV
Charge ... +3
Energy ... -55960.2958 eV
Orbital gap (alpha / beta) ... 3.257 / 3.368 eV

Mulliken charges in e: Sn 1.280; Cl -0.259; C 0.209; O -0.110; P 0.805; C 1.015; C 0.631; C 0.921; C -0.104; C -0.850; C -0.440; C -0.739; C -0.341; H 0.527; H 0.453; H 0.464; H 0.482; H 0.475; C -0.167; C -0.897; C -0.468; C -0.738; C -0.406; H 0.237; H 0.446; H 0.460; H 0.480; H 0.326; C -0.362; C -0.892; C -0.630; C -0.851; C -0.172; H 0.545; H 0.471; H 0.449; H 0.491; H -0.086; H 0.098; H 0.082; C -0.723; C -0.529; C -0.408; O -0.328; C -0.422; H 0.417; H 0.277; H 0.171; H 0.433; H 0.296; H 0.346; H 0.375; H 0.259


Among the records above, which one has the lowest energy? C23H25Cl2F5O21S2


The lowest energy belongs to which entry? C23H25Cl2F5O21S2